1.
2 unconnected molecules or ions with the total composition C3H8O2S. Source: the Open Molecules 2025 dataset; level of theory: ωB97M-V/def2-TZVPD.

ORCA input file:
```
! wB97M-V def2-TZVPD RIJCOSX def2/J DEFGRID3
* xyz 0 1
O 2.132 -1.661 -0.927
C 1.427 -0.720 -0.683
C -0.059 -0.669 -0.814
C -0.704 0.711 -0.731
S -2.525 0.632 -0.579
H 1.906 0.204 -0.282
H -0.494 -1.485 -0.222
H -0.309 -1.114 -1.793
H -0.292 1.274 0.101
H -0.399 1.212 -1.643
H -2.686 -0.608 -1.034
O 2.151 0.623 3.496
H 2.906 0.364 3.973
H 1.926 1.565 3.427
*
```

Calculated values
- HOMO: -9.406 eV
- SMILES: O=CCCS.O
- Calculated total energy: -667.73449 Ha
- Molecular weight: 108.16 u
- Orbital gap: 0.370 hartree
- Energy relative to the best compared isomer or geometry (same formula, charge and spin): 1.264 eV
- Max |F|: 2.89 eV/Å

2.
C4H8O2 in the gas phase. Source: the Open Molecules 2025 dataset; level of theory: ωB97M-V/def2-TZVPD.

ORCA input file:
```
! wB97M-V def2-TZVPD RIJCOSX def2/J DEFGRID3
* xyz 0 1
C -1.742 0.242 1.141
C -0.505 -0.347 0.513
O 0.131 -1.175 1.145
C -0.027 0.084 -0.858
C 1.495 0.287 -0.841
O 2.184 -0.916 -0.631
H -2.478 0.617 0.427
H -2.167 -0.532 1.780
H -1.445 1.074 1.794
H -0.262 -0.732 -1.555
H -0.548 0.978 -1.215
H 1.740 1.038 -0.068
H 1.829 0.684 -1.805
H 1.795 -1.301 0.173
*
```

Calculated values
- HOMO: -9.915 eV
- SMILES: CC(=O)CCO
- Calculated total energy: -307.68161 Ha
- Molecular weight: 88.11 u
- Orbital gap: 0.396 hartree
- Energy relative to the best compared isomer or geometry (same formula, charge and spin): 0.839 eV
- Max |F|: 0.36 eV/Å

3.
8 unconnected molecules or ions with the total composition C6H29NO8. Source: the Open Molecules 2025 dataset; level of theory: ωB97M-V/def2-TZVPD.

ORCA input file:
```
! wB97M-V def2-TZVPD RIJCOSX def2/J DEFGRID3
* xyz 0 1
C -1.855 1.068 2.204
C -2.435 0.439 0.928
N -1.395 -0.445 0.336
C -1.372 -0.287 -1.239
C -1.200 -1.664 -1.885
C 0.107 -2.328 -1.602
C 1.514 -2.144 -2.014
O 1.712 -1.570 -3.300
H -2.482 2.028 2.400
H -0.799 1.349 2.196
H -2.134 0.441 3.092
H -2.922 1.300 0.204
H -3.495 -0.262 1.100
H -0.419 -0.130 0.610
H -0.567 0.482 -1.472
H -2.384 0.209 -1.537
H -2.065 -2.317 -1.585
H -1.406 -1.459 -3.022
H 0.125 -2.262 -0.362
H -0.093 -3.464 -1.634
H 2.129 -1.570 -1.408
H 2.042 -3.184 -2.202
H 1.301 -0.653 -3.197
O 1.143 1.661 -2.726
H 0.414 1.708 -2.197
H 1.159 2.190 -3.441
O -1.007 -1.996 3.209
H -0.587 -2.586 2.635
H -1.573 -1.491 2.721
O 2.697 -1.326 0.901
H 2.505 -0.462 0.488
H 2.523 -1.213 1.805
O 0.692 0.035 2.939
H 0.250 -0.785 3.159
H 1.116 0.267 3.818
O 1.201 2.987 0.792
H 2.067 3.030 0.368
H 1.237 2.289 1.500
O 2.383 0.985 -0.415
H 1.925 0.944 -1.284
H 3.279 0.788 -0.819
O -1.286 2.883 -0.268
H -1.646 3.655 0.118
H -0.397 2.861 0.086
*
```

Calculated values
- HOMO: -8.812 eV
- SMILES: CCNCCCCO.O.O.O.O.O.O.O
- Calculated total energy: -902.53191 Ha
- Molecular weight: 243.30 u
- Orbital gap: 0.331 hartree
- Energy relative to the best compared isomer or geometry (same formula, charge and spin): 5.362 eV
- Max |F|: 6.81 eV/Å

4.
3 unconnected molecules or ions with the total composition C23H29N4O3. Source: the Open Molecules 2025 dataset; level of theory: ωB97M-V/def2-TZVPD.

ORCA input file:
```
! wB97M-V def2-TZVPD RIJCOSX def2/J DEFGRID3
* xyz 1 1
O 2.127 -1.882 1.434
C 1.156 -1.542 0.355
C -0.184 -2.495 0.077
C -1.215 -2.029 -1.123
C -0.912 -0.644 -1.999
C -2.012 -0.223 -3.141
C -2.779 1.194 -2.809
C -3.274 2.137 -4.094
C -4.002 3.582 -3.780
C -4.206 4.017 -2.194
C -3.750 3.082 -0.922
C -3.017 1.621 -1.232
N 0.341 0.169 -1.721
C 0.714 1.458 -2.491
C 0.972 2.741 -1.570
C 1.422 4.148 -2.256
C 1.485 3.989 -3.876
C 1.131 2.576 -4.547
N 0.762 1.257 -3.963
C 1.334 -0.228 -0.614
H 1.870 -1.235 2.182
H -0.382 -3.470 0.707
H -2.181 -2.629 -1.407
H -2.843 -1.075 -3.204
H -1.509 -0.206 -4.217
H -3.064 1.703 -5.167
H -4.317 4.248 -4.698
H -4.705 5.082 -1.996
H -3.906 3.363 0.208
H -2.654 0.905 -0.381
H 0.840 2.677 -0.402
H 1.650 5.135 -1.670
H 1.789 4.909 -4.545
H 1.166 2.565 -5.743
H 2.279 0.472 -0.424
C -1.666 2.335 2.269
C -0.860 1.237 2.905
O 0.348 1.119 2.717
N -1.511 0.353 3.715
C -2.912 0.322 4.058
H -1.012 2.960 1.653
H -2.440 1.907 1.626
H -2.116 2.964 3.041
H -0.903 -0.357 4.106
H -2.998 0.408 5.144
H -3.318 -0.641 3.740
H -3.476 1.128 3.585
C 4.047 -4.734 4.208
C 4.813 -5.709 3.360
O 5.381 -6.687 3.839
N 4.866 -5.484 2.015
C 4.270 -4.403 1.267
H 4.093 -5.044 5.256
H 4.488 -3.737 4.123
H 2.998 -4.713 3.900
H 5.400 -6.183 1.511
H 3.591 -4.836 0.529
H 5.070 -3.867 0.750
H 3.721 -3.709 1.904
*
```

Calculated values
- HOMO: -10.932 eV
- Calculated total energy: -1337.58907 Ha
- Molecular weight: 409.51 u
- Orbital gap: 0.226 hartree
- Energy relative to the best compared isomer or geometry (same formula, charge and spin): 21.816 eV
- Max |F|: 7.86 eV/Å

5.
2 unconnected molecules or ions with the total composition CH7NS2. Source: the Open Molecules 2025 dataset; level of theory: ωB97M-V/def2-TZVPD.

ORCA input file:
```
! wB97M-V def2-TZVPD RIJCOSX def2/J DEFGRID3
* xyz -1 2
S 2.073 2.693 -5.613
S 1.741 5.017 -5.661
H 2.740 2.471 -4.469
H 1.924 4.880 -4.348
C -1.350 -1.653 3.054
N -1.235 -3.032 2.553
H -0.664 -1.260 3.814
H -1.294 -0.929 2.245
H -2.316 -1.599 3.565
H -0.839 -2.973 1.630
H -0.780 -3.613 3.230
*
```

Calculated values
- HOMO (spin up / spin down): -0.841 / -2.863 eV
- ⟨S²⟩: 0.754
- Calculated total energy: -893.39437 Ha
- Molecular weight: 97.21 u
- Orbital gap (spin up / spin down): 0.126 / 0.200 hartree
- Energy relative to the best compared isomer or geometry (same formula, charge and spin): 0.424 eV
- Max |F|: 2.41 eV/Å

6.
2 unconnected molecules or ions with the total composition C28H23BF6O2S. Source: the Open Molecules 2025 dataset; level of theory: ωB97M-V/def2-TZVPD.

ORCA input file:
```
! wB97M-V def2-TZVPD RIJCOSX def2/J DEFGRID3
* xyz 0 1
C -3.924 0.679 -1.223
C -2.605 0.163 -1.639
C -2.259 -1.158 -1.870
C -0.863 -1.335 -2.024
C -0.136 -0.177 -1.773
C 1.277 -0.020 -2.084
C 1.808 1.230 -2.468
C 3.176 1.414 -2.547
C 3.735 2.783 -2.831
F 4.304 3.330 -1.700
F 4.707 2.762 -3.793
F 2.772 3.661 -3.249
C 4.063 0.356 -2.331
C 3.532 -0.899 -2.068
C 4.437 -2.054 -1.736
F 4.320 -2.393 -0.404
F 4.119 -3.179 -2.451
F 5.751 -1.784 -1.964
C 2.160 -1.115 -2.016
S -1.239 1.187 -1.884
H -4.711 0.038 -1.642
H -4.013 0.665 -0.123
H -4.057 1.714 -1.563
H -2.998 -1.958 -1.878
H -0.378 -2.281 -2.253
H 1.132 2.042 -2.728
H 5.136 0.506 -2.378
H 1.763 -2.122 -1.891
C -0.635 -4.163 0.310
C -1.783 -3.530 0.793
C -1.746 -2.182 1.161
C -0.550 -1.459 1.065
C -0.411 -0.078 1.645
B -1.344 0.008 3.076
O -0.835 -0.036 4.341
C -1.985 0.019 5.238
C -3.225 0.135 4.342
O -2.721 0.106 2.981
C -0.397 1.278 0.996
C -1.488 2.156 1.076
C -1.396 3.444 0.545
C -0.196 3.891 -0.007
C 0.917 3.047 -0.025
C 0.822 1.761 0.492
C 0.608 -2.114 0.622
C 0.566 -3.445 0.221
H -0.662 -5.214 0.012
H -2.718 -4.087 0.892
H -2.642 -1.675 1.519
H 0.564 -0.114 2.184
H -2.011 -0.897 5.843
H -1.887 0.891 5.896
H -3.915 -0.705 4.488
H -3.752 1.082 4.510
H -2.411 1.812 1.543
H -2.266 4.102 0.591
H -0.116 4.895 -0.428
H 1.868 3.397 -0.430
H 1.704 1.115 0.545
H 1.558 -1.568 0.624
H 1.475 -3.928 -0.150
*
```

Calculated values
- HOMO: -8.034 eV
- SMILES: Cc1ccc(-c2cc(C(F)(F)F)cc(C(F)(F)F)c2)s1.c1ccc(C(B2OCCO2)c2ccccc2)cc1
- Calculated total energy: -2253.59799 Ha
- Molecular weight: 548.36 u
- Orbital gap: 0.293 hartree
- Energy relative to the best compared isomer or geometry (same formula, charge and spin): 0.000 eV
- Max |F|: 4.34 eV/Å